Record 1
C27H26Br2MnN12O2 as an isolated structure in a non-equilibrium geometry. Source: the OMol25 dataset; level of theory: ωB97M-V with the def2-TZVPD basis set.

The geometry in ORCA input format:
```
! wB97M-V def2-TZVPD RIJCOSX def2/J DEFGRID3
* xyz 2 2
C -3.70 -1.45 -3.21
H -4.44 -2.22 -3.06
H 3.14 0.75 0.39
N 1.34 -1.34 -0.41
H -1.48 -1.50 2.33
H 3.31 0.79 4.19
C 0.77 1.99 4.53
H -2.54 -1.98 -1.46
H 3.87 -4.15 -2.72
H 1.89 1.79 -2.68
C 1.57 -2.03 2.35
C 1.06 1.90 -1.97
H -5.49 -0.80 0.39
H -0.57 2.12 -4.24
C -3.53 -0.24 0.54
N -3.09 -1.35 1.14
C -0.05 3.10 4.70
C 2.98 -4.05 -2.11
C -1.85 0.52 -3.67
N 0.02 1.73 2.27
C -1.74 -0.30 -2.54
H -1.45 4.40 3.71
H -3.73 -2.06 1.46
N 3.18 -1.57 -1.62
C 2.71 0.69 -0.61
N -1.71 -1.50 1.34
N 1.47 1.47 -0.63
H 4.04 -1.33 -2.07
C -3.82 -0.61 -4.32
C 2.18 -5.13 -1.81
O -1.68 2.47 -0.41
H -4.65 -0.75 -5.00
N -0.64 0.11 -1.79
C 0.77 1.34 3.31
C 3.50 -1.23 3.47
C 2.60 -2.83 -1.58
Mn -0.24 0.12 0.50
C 2.40 -0.74 -0.90
C -2.89 0.38 -4.58
C -0.72 2.83 2.43
N -2.54 0.62 0.33
C 0.63 -3.77 -0.53
O -3.78 2.14 -0.78
H 2.44 -6.11 -2.19
H -2.97 1.02 -5.45
H -5.08 0.76 -0.27
H 0.44 -5.88 -0.80
C 2.84 -0.03 3.65
N -4.80 -0.08 0.23
Br 5.28 -1.43 4.07
H 1.03 -2.83 1.87
C -0.80 3.53 3.62
N 0.96 -0.85 2.41
C -2.66 -1.31 -2.31
H 3.45 1.06 -1.32
N -2.70 1.79 -0.32
C 1.57 0.11 3.11
H -1.26 3.18 1.56
C -0.11 1.10 -2.45
H 1.38 1.62 5.35
C 1.03 -5.00 -1.03
H 0.76 2.95 -1.95
H 3.29 -3.25 2.73
C 1.43 -2.66 -0.81
N -0.78 1.39 -3.58
H -1.40 -2.36 0.92
C 2.84 -2.27 2.84
H -0.27 -3.67 0.06
H 1.59 2.29 -0.05
Br -0.14 3.98 6.35
*
```

Values from the calculation:
HOMO-LUMO gap (alpha / beta)	8.56 / 8.52	eV
E	-8150.56242	Eh
HOMO level (alpha / beta)	-0.5021 / -0.5023	Eh
LUMO (alpha / beta)	-5.10 / -5.15	eV
energy above the lowest of the compared OMol25 structures with the same formula, charge and spin	1.291	eV

These are the Mulliken partial charges, in e, on atoms 1 to 8:
1. C -0.84
2. H 0.48
3. H 0.43
4. N 1.00
5. H 0.32
6. H 0.63
7. C -0.86
8. H 0.43


Record 2
An isolated ion of composition C27H26Br2N and charge +1 in a non-equilibrium geometry. Source: the OMol25 dataset; level of theory: ωB97M-V with the def2-TZVPD basis set.

The geometry in ORCA input format:
```
! wB97M-V def2-TZVPD RIJCOSX def2/J DEFGRID3
* xyz 1 1
C -1.32 2.14 -0.16
C -0.40 2.07 -2.80
H -3.73 -2.19 -4.47
H 3.70 2.84 3.92
H -2.52 -1.98 -2.31
C -1.71 -1.39 1.84
C -0.34 -1.55 1.64
C -2.65 -2.16 -4.46
C 1.16 1.11 1.44
H 2.12 2.16 4.32
H 0.11 2.81 2.09
H -1.88 3.59 -3.19
H -1.50 -0.94 -0.85
C -1.85 3.02 -1.10
Br -2.87 -2.43 -7.29
H -3.39 -1.82 3.13
C 1.08 2.58 1.62
C -0.46 -1.25 -0.85
H 1.31 -1.35 0.27
H 2.47 -0.58 1.67
H 4.03 1.17 2.14
C 3.25 1.00 2.89
C 0.27 1.35 -1.81
Br -2.34 -3.04 5.63
H -1.70 2.10 0.87
C -1.93 -2.26 -5.66
C -0.24 1.34 -0.51
C 0.13 -1.79 -1.95
H 1.24 -1.99 -4.42
H -0.11 1.94 -3.85
C -0.53 -2.19 -5.65
H 1.73 4.13 2.97
C 2.82 2.34 3.50
N 0.40 0.51 0.50
C 0.40 -2.31 2.56
H 1.44 -2.58 2.34
C 2.07 0.27 2.24
H 1.21 -2.00 -1.91
H -2.31 -0.86 1.11
C 0.31 -0.91 0.40
H 1.16 0.76 -2.05
C -0.16 -2.69 3.79
C -1.42 2.95 -2.43
C 0.15 -2.05 -4.44
C -1.96 -2.02 -3.25
C -1.54 -2.52 3.98
H -2.60 3.76 -0.80
H 0.02 -2.25 -6.59
H 2.94 3.65 1.79
H 0.45 -3.13 4.57
H 3.69 0.35 3.66
C -0.56 -1.96 -3.21
C -2.32 -1.91 2.99
H 1.06 3.09 0.64
H 1.45 -0.16 3.05
C 2.17 3.26 2.47
*
```

Values from the calculation:
HOMO-LUMO gap	7.12	eV
SMILES	Brc1ccc(/C=C/[C@H](c2ccc(Br)cc2)[N+](=C2CCCCC2)c2ccccc2)cc1
E	-6246.99598	Eh
HOMO level	-0.3979	Eh
LUMO	-3.70	eV
energy above the lowest of the compared OMol25 structures with the same formula, charge and spin	0.000	eV

These are the Mulliken partial charges, in e, on atoms 1 to 8:
1. C 0.16
2. C -0.82
3. H 0.43
4. H 0.38
5. H 0.44
6. C -0.48
7. C 0.32
8. C -0.65


Record 3
C27H26Cl3N9O2PdS2 as an isolated structure in a non-equilibrium geometry. Source: the OMol25 dataset; level of theory: ωB97M-V with the def2-TZVPD basis set.

The geometry in ORCA input format:
```
! wB97M-V def2-TZVPD RIJCOSX def2/J DEFGRID3
* xyz 0 1
H -0.21 6.45 0.18
H 3.60 -2.82 -2.34
N 0.93 -0.08 -0.59
C -2.81 -2.82 2.61
C -3.34 -1.61 -2.37
C -2.69 5.27 -0.45
H 0.92 -3.23 3.49
N 1.65 -2.08 -0.33
H -5.48 3.62 -1.41
C -1.78 4.22 -0.49
Pd -0.83 1.59 -0.86
C -3.55 2.72 -1.22
Cl 2.93 2.59 -5.24
O -1.94 0.82 3.01
H -3.84 -2.27 -3.06
H -2.37 6.25 -0.13
C -0.38 4.33 -0.06
H 3.16 -4.51 -2.11
C -0.13 -3.12 3.22
S -3.49 -1.82 -0.65
N -2.12 0.12 -1.55
N 0.79 -0.78 -1.75
C 1.53 3.07 0.37
H 1.61 -4.13 -0.13
N 1.24 -1.96 -1.61
H 1.71 -0.71 1.29
C 1.62 5.43 0.67
C 1.44 -0.92 0.27
C 2.24 4.19 0.74
C -2.31 -4.08 2.93
H -1.11 -6.20 3.78
C 3.83 -3.72 -1.77
H 4.03 -4.37 0.26
H 1.98 2.08 0.35
S -2.57 -0.12 2.14
C -4.01 5.06 -0.79
C -4.44 3.79 -1.17
H -3.86 -2.70 2.38
C 2.26 -3.30 0.18
N -1.96 0.13 0.68
C 2.61 2.10 -3.64
H 0.00 -1.00 2.92
H 0.40 -5.52 4.06
O -4.01 -0.24 2.08
H 4.22 -1.37 -0.28
H 3.29 4.10 1.00
C -2.49 -0.44 -0.40
H 4.85 -4.02 -2.00
H -3.90 1.74 -1.51
C 3.70 -3.47 -0.27
C -2.23 2.95 -0.89
C -0.63 -1.88 2.89
H -2.97 -4.93 2.95
H 2.20 -3.22 1.27
Cl 3.33 3.92 -2.31
H 4.53 -2.16 1.27
H 2.16 6.33 0.89
N -0.44 -5.50 3.51
C -2.57 -0.53 -2.66
Cl 3.54 0.78 -3.03
C -0.96 -4.24 3.23
C 0.29 5.50 0.26
N 0.17 2.19 -2.84
H 5.60 -2.44 -0.10
H -2.31 -0.17 -3.64
C -1.98 -1.72 2.58
H -4.72 5.87 -0.75
C 4.56 -2.30 0.18
N 0.26 3.14 0.00
C 1.27 2.14 -3.23
*
```

Values from the calculation:
HOMO-LUMO gap (alpha / beta)	4.43 / 4.43	eV
E	-3992.47905	Eh
HOMO level (alpha / beta)	-0.2504 / -0.2505	Eh
LUMO (alpha / beta)	-2.39 / -2.38	eV
energy above the lowest of the compared OMol25 structures with the same formula, charge and spin	3.034	eV

These are the Mulliken partial charges, in e, on atoms 1 to 8:
1. H 0.39
2. H 0.20
3. N 0.57
4. C -0.34
5. C -0.30
6. C -0.73
7. H 0.33
8. N 0.83